1.
85
Properties=species:S:1:pos:R:3:forces:R:3 method="wB97M-V/def2-TZVPD" gap_ev=6.5 relative_energy_kcal_mol=53.3 charge=0 energy_ha=-3066.92416 lumo_energy_ha=-0.0707 spin_multiplicity=1
Cd -0.6730 -2.2300 -1.4950 0.7 0.3 1.2
C -0.3646 3.3278 -0.6008 -0.3 0.0 -0.3
C -1.0542 3.0674 -1.7108 0.0 -0.2 0.7
C -0.5505 3.1732 -3.1158 -0.6 0.1 0.0
C 0.3630 2.0061 -3.4544 0.1 -0.5 0.9
C 1.7905 2.1465 -2.9658 0.5 0.1 -0.5
C 2.4326 3.2453 -2.5141 -0.4 -0.4 0.1
C 1.8183 4.3932 -1.7214 0.3 0.8 -0.1
C 0.9320 4.0720 -0.4840 0.4 0.1 0.2
C 1.3693 -2.9189 -1.2480 0.6 -0.8 -0.9
H -0.7532 2.9745 0.3621 -0.1 0.4 -0.4
H -2.0483 2.6193 -1.6328 0.3 -0.1 0.2
H -0.0512 4.1322 -3.2671 -0.2 -0.2 -0.4
H -1.4419 3.0852 -3.7430 0.4 0.4 -0.1
H -0.0397 1.0812 -3.0127 -0.2 0.1 0.1
H 0.3186 1.7817 -4.5339 0.5 0.3 0.1
H 2.3596 1.2110 -3.0879 0.2 0.7 -0.6
H 3.5247 3.3586 -2.6769 -0.6 -0.7 0.7
H 1.3328 5.1515 -2.3556 0.0 -0.2 0.1
H 2.6840 4.9356 -1.3010 -0.3 -0.1 -0.1
H 1.5419 3.5200 0.2640 -0.2 0.4 -0.4
H 0.6739 5.0639 -0.0343 0.3 -0.7 -0.1
H 1.6840 -2.9028 -0.1891 -0.8 0.2 -0.5
H 2.1250 -2.3761 -1.8399 -0.5 -0.4 0.0
H 1.1950 -3.9472 -1.6120 0.8 0.3 0.1
P 1.4884 -1.2594 -6.9301 2.0 -0.3 -2.5
P -2.3177 -1.2388 -6.9435 -1.8 0.9 -2.3
N 2.7006 -0.0129 -7.2044 0.2 0.8 0.6
N 2.4043 -2.4805 -7.9571 -0.4 -0.5 0.4
N -2.6216 0.4844 -6.9378 0.4 0.9 0.3
N -3.8320 -1.5778 -7.9462 0.2 -1.0 0.2
C 0.3291 -0.6981 -8.2725 -0.7 0.3 -0.2
C -1.0945 -1.3338 -8.3788 0.2 -0.3 0.0
C 3.6560 0.2965 -6.2210 0.5 0.4 -1.1
C 4.7092 0.9778 -6.8232 -1.0 -0.7 0.1
C 4.4045 1.1037 -8.2192 -1.3 -0.6 0.4
C 3.1519 0.5289 -8.4127 0.9 0.3 0.5
C 2.3980 -3.8306 -7.6069 0.0 -0.1 -1.1
C 2.7818 -4.5867 -8.7095 -0.2 0.7 0.4
C 3.0861 -3.6839 -9.7812 -0.5 0.9 1.1
C 2.8588 -2.4036 -9.2818 -0.3 -0.7 0.0
C -2.8564 1.2501 -5.7845 0.6 0.7 -0.6
C -2.5409 2.5760 -6.0527 0.1 -0.9 -0.3
C -2.1022 2.6475 -7.4217 -0.4 -1.0 -0.1
C -2.2406 1.3760 -7.9487 0.4 0.5 0.9
C -4.4444 -0.8300 -8.9586 -0.8 -0.4 0.3
C -5.7405 -1.3071 -9.1718 1.4 -0.1 0.7
C -5.9128 -2.4365 -8.3021 1.0 0.3 0.2
C -4.7272 -2.5961 -7.5946 -0.5 0.8 -0.5
H 0.8153 -0.8787 -9.2529 -0.2 0.1 0.6
H 0.2307 0.3936 -8.1517 0.0 -0.3 0.0
H -1.5815 -0.9307 -9.2921 0.2 -0.3 0.6
H -0.9844 -2.4239 -8.5438 -0.1 0.4 0.0
H 3.4776 0.0287 -5.1884 0.1 -0.1 -0.2
H 5.6022 1.3330 -6.3349 -0.1 0.0 0.1
H 5.0306 1.5321 -8.9913 -0.2 0.1 0.2
H 2.5433 0.4979 -9.3036 0.1 -0.1 0.1
H 2.1281 -4.1311 -6.6037 -0.1 0.0 -0.2
H 2.8072 -5.6625 -8.7673 0.1 0.0 0.2
H 3.3907 -3.9305 -10.7962 0.0 0.1 0.4
H 3.0086 -1.4517 -9.7687 -0.1 -0.3 0.1
H -3.2456 0.7824 -4.8922 0.2 0.0 0.0
H -2.5801 3.4170 -5.3705 -0.2 -0.3 -0.1
H -1.6851 3.5037 -7.9535 -0.5 -0.3 0.2
H -2.1087 1.0255 -8.9571 0.3 0.1 0.1
H -3.9274 -0.0308 -9.4670 -0.1 0.0 0.2
H -6.4763 -0.8865 -9.8489 0.3 -0.1 0.1
H -6.8070 -3.0354 -8.2073 0.2 0.0 0.0
H -4.4351 -3.3488 -6.8814 -0.1 0.1 0.1
O 0.1127 0.7966 0.7070 0.2 -0.4 -0.2
S 0.2976 -0.5317 1.2297 -1.3 -0.9 0.7
O 1.6179 -1.1137 1.1961 -0.4 0.5 0.2
N -0.8168 -1.6002 0.6312 -0.4 -0.1 -1.0
C -1.5814 -2.3174 1.5327 0.6 -0.2 -1.1
O -2.2861 -3.2799 1.2089 0.7 1.3 0.5
C -1.3940 -1.6766 2.8613 0.0 -0.3 1.2
C -2.0760 -1.9456 4.0485 -0.1 0.0 -0.2
C -1.9981 -1.0294 5.0989 0.2 0.3 -0.2
C -1.2300 0.1410 4.9647 0.2 -0.4 -0.3
C -0.4240 0.3270 3.8294 -0.1 -0.3 0.2
C -0.4770 -0.6383 2.8243 -0.2 1.0 0.7
H -2.6749 -2.8530 4.1119 -0.1 0.3 0.0
H -2.5659 -1.1913 6.0149 0.1 0.0 -0.3
H -1.2345 0.8912 5.7556 0.0 -0.2 -0.2
H 0.2020 1.2130 3.7111 -0.2 -0.3 0.1



2.
15
Properties=species:S:1:pos:R:3:forces:R:3 method="wB97M-V/def2-TZVPD" gap_ev=10.4 relative_energy_kcal_mol=111.0 charge=0 energy_ha=-345.62813 lumo_energy_ha=0.0304 spin_multiplicity=1 smiles="C=C(C)OC(C)=O"
C 1.1100 1.0297 1.8303 7.2 5.5 -4.8
C 0.4473 0.3423 1.0779 -7.0 -6.2 -5.1
C -0.8094 -0.5151 1.5389 3.1 4.1 -17.4
O 0.7119 0.3643 -0.3348 -1.2 -1.1 0.6
C 0.1669 -0.6569 -1.2331 1.3 3.7 1.0
C -0.2995 0.0892 -2.4568 1.8 0.5 0.1
O 0.1843 -1.7974 -0.9842 -0.2 -1.6 0.2
H 1.8860 1.6009 1.1539 -0.9 -0.7 2.4
H 0.9879 1.0150 2.7631 -0.6 0.5 7.3
H -0.6118 -1.4709 1.2466 0.7 -2.8 -1.3
H -1.7541 -0.2915 0.9435 1.2 0.3 0.8
H -0.9844 -0.6423 2.3606 -3.1 -0.9 16.6
H 0.6826 0.7867 -2.8474 -2.7 -2.6 0.4
H -0.9070 0.9140 -2.0345 -0.4 -0.7 -0.7
H -0.8106 -0.7678 -3.0242 0.8 2.1 -0.2



3.
73
Properties=species:S:1:pos:R:3:forces:R:3 method="wB97M-V/def2-TZVPD" gap_ev=7.7 relative_energy_kcal_mol=14.1 charge=0 energy_ha=-3004.03625 lumo_energy_ha=-0.0014 spin_multiplicity=1
Be -0.4627 -0.9390 -1.5943 0.6 0.4 0.3
O -3.5906 0.4949 -3.1355 0.3 0.1 0.1
C -2.7300 0.5464 -2.2730 -0.6 -0.3 0.2
O -1.6609 -0.1700 -2.2949 0.0 -0.7 0.3
C -2.9388 1.5020 -1.0979 0.0 0.0 -0.1
C -4.0510 2.3398 -1.2093 0.0 0.0 0.0
C -4.3540 3.2697 -0.2331 0.0 0.0 0.0
C -3.5410 3.3853 0.8880 0.0 0.0 0.0
C -2.4380 2.5633 1.0122 0.0 0.0 0.0
C -2.1248 1.6134 0.0350 0.0 0.0 0.0
P -0.6416 0.5845 0.3155 0.0 -0.1 -0.1
C 0.5655 1.8929 0.7241 0.1 0.0 -0.1
C 1.2217 2.0429 1.9405 0.0 -0.1 0.1
C 2.1456 3.0681 2.1198 0.0 0.0 0.0
C 2.4099 3.9609 1.0936 0.0 0.0 0.0
C 1.7538 3.8214 -0.1251 0.0 0.0 0.0
C 0.8505 2.7895 -0.3116 0.0 0.0 0.0
C -0.9932 -0.3144 1.8595 -0.3 0.0 0.0
C 0.0071 -1.0879 2.4494 0.2 0.0 0.0
C -0.2808 -1.9267 3.5142 0.1 0.1 0.1
C -1.5796 -2.0239 3.9936 0.0 0.0 0.0
C -2.5873 -1.2805 3.3969 0.0 0.0 0.0
C -2.2996 -0.4329 2.3363 0.1 0.1 0.1
H -4.6655 2.2334 -2.0920 0.0 0.0 0.0
H -5.2200 3.9092 -0.3462 0.0 0.0 0.0
H -3.7657 4.1115 1.6587 0.0 0.0 0.0
H -1.8022 2.6514 1.8861 0.0 0.0 0.0
H 0.9997 1.3802 2.7705 0.0 0.0 -0.1
H 2.6459 3.1723 3.0742 0.0 0.0 0.0
H 3.1206 4.7639 1.2401 0.0 0.0 0.0
H 1.9510 4.5145 -0.9332 0.0 0.0 0.0
H 0.3450 2.6865 -1.2666 0.0 0.0 0.0
H 1.0185 -1.0801 2.0507 -0.1 0.1 0.0
H 0.5092 -2.5234 3.9525 0.0 0.0 0.0
H -1.8070 -2.6920 4.8141 0.0 0.0 0.0
H -3.6065 -1.3618 3.7534 0.0 0.0 0.0
H -3.0990 0.1368 1.8817 0.0 0.0 0.0
Cl -0.5830 -5.9524 3.1729 0.0 0.0 0.0
C -0.2155 -4.8007 1.9213 -0.1 0.0 0.0
C 1.0800 -4.5168 1.6180 0.1 0.1 0.0
C 1.4134 -3.5603 0.6323 -0.1 0.0 0.0
I 3.4056 -3.1100 0.2766 0.1 0.0 0.0
C 0.4397 -2.8683 -0.0583 0.2 0.2 -0.3
O 0.6665 -1.9478 -0.9770 -0.5 -0.5 0.4
C -0.9165 -3.1909 0.2792 0.2 0.2 -0.3
N -1.8119 -2.4727 -0.4146 -0.5 0.4 -0.5
C -3.0905 -2.6785 -0.2133 0.1 -0.1 0.0
C -3.5557 -3.6263 0.7177 -0.1 0.0 0.0
C -2.6534 -4.3479 1.4499 0.0 0.0 0.0
C -1.2727 -4.1428 1.2461 0.0 -0.1 0.0
H 1.8728 -5.0212 2.1539 0.0 0.0 0.0
H -3.7798 -2.0896 -0.8087 0.0 0.0 0.0
H -4.6193 -3.7712 0.8455 0.0 0.0 0.0
H -2.9828 -5.0750 2.1804 0.0 0.0 0.0
O 4.1763 0.4653 0.2440 -0.2 -0.1 0.1
C 4.3676 1.4547 -0.7437 0.0 0.0 -0.1
N 5.0475 0.8900 -1.8686 -0.1 0.0 0.0
C 4.5370 0.5366 -3.0814 0.0 -0.1 0.0
O 5.2619 0.2105 -4.0014 0.0 0.0 0.0
C 3.0460 0.5758 -3.3021 0.0 -0.1 0.2
C 2.5818 1.2290 -4.4352 0.0 0.0 0.0
C 1.2301 1.2053 -4.7162 0.0 0.0 -0.1
C 0.3880 0.5064 -3.8726 -0.1 -0.1 -0.1
N 0.8223 -0.1503 -2.7929 0.2 0.2 0.2
C 2.1336 -0.1100 -2.5048 0.0 0.1 -0.2
H 3.3954 0.6942 0.7622 0.0 0.0 0.0
H 4.9787 2.2667 -0.3439 0.1 0.0 0.0
H 3.4187 1.8719 -1.0728 -0.1 0.0 -0.1
H 6.0359 0.7115 -1.7790 0.0 0.1 -0.1
H 3.2853 1.7332 -5.0853 0.0 0.0 0.0
H 0.8254 1.7040 -5.5854 0.0 0.0 0.0
H -0.6766 0.4465 -4.0589 0.1 0.0 0.0
H 2.4440 -0.6708 -1.6324 0.0 0.0 0.0



4.
13
Properties=species:S:1:pos:R:3:forces:R:3 method="wB97M-V/def2-TZVPD" gap_ev=10.5 relative_energy_kcal_mol=61.0 charge=0 energy_ha=-286.53436 lumo_energy_ha=0.0377 spin_multiplicity=1 smiles=O[C@H]1C[C@H]2N[C@@H]12
O -1.9083 -0.2928 -0.6308 -0.1 -0.1 0.2
C -0.6138 0.1571 -0.8861 0.2 0.1 -0.2
C -0.0403 1.2280 0.1051 -0.1 0.1 0.1
C 0.9328 0.1740 0.6206 0.2 0.2 0.1
N 0.1246 -0.9997 1.0055 0.0 -0.1 0.1
C 0.4906 -0.7936 -0.4032 0.1 -0.2 -0.3
H -1.8561 -0.6487 0.2744 -0.1 0.0 -0.2
H -0.5607 0.4438 -1.9373 0.1 0.0 0.1
H -0.7562 1.6457 0.8185 0.1 -0.1 -0.1
H 0.4782 2.0314 -0.4262 -0.1 -0.1 0.1
H 1.9238 0.3308 1.0316 -0.1 -0.1 -0.1
H 0.7122 -1.7438 1.3704 0.1 0.2 0.1
H 1.0731 -1.5321 -0.9426 -0.2 0.0 0.0